Below is a molecular structure, C31H56Cl2N3O4PtSSi2, with properties calculated with ωB97M-V/def2-TZVPD.

CARTESIAN COORDINATES (ANGSTROEM)
Pt (0.259, -0.183, 0.762)
Cl (3.326, 0.083, -0.629)
C (4.266, 0.051, 0.816)
C (5.642, -0.044, 0.686)
C (6.447, -0.074, 1.812)
C (5.861, -0.011, 3.065)
C (4.485, 0.071, 3.176)
Cl (3.824, 0.139, 4.788)
C (3.620, 0.100, 2.070)
S (1.886, 0.178, 2.347)
H (6.068, -0.091, -0.307)
H (7.522, -0.146, 1.714)
H (6.459, -0.031, 3.965)
C (-1.181, 3.634, -1.387)
C (0.108, 2.828, -1.571)
C (-0.206, 1.469, -2.180)
C (1.078, 3.586, -2.472)
N (0.848, 2.665, -0.303)
N (0.183, 1.879, 0.719)
H (-1.711, 3.713, -2.339)
H (-0.959, 4.649, -1.040)
H (-1.864, 3.154, -0.684)
H (-0.462, 1.597, -3.235)
H (-1.041, 0.985, -1.673)
H (0.674, 0.828, -2.110)
H (0.599, 3.821, -3.424)
H (1.969, 2.986, -2.658)
H (1.391, 4.528, -2.011)
H (0.932, 3.595, 0.100)
H (-0.813, 2.116, 0.789)
H (0.658, 2.145, 1.581)
C (-2.151, -1.611, 3.375)
C (-2.953, -0.317, 3.456)
C (-3.968, -0.386, 4.592)
C (-2.022, 0.875, 3.667)
O (-3.730, -0.162, 2.267)
Si (-3.258, 0.373, 0.764)
O (-1.764, 0.093, 0.376)
O (-4.434, -0.163, -0.250)
C (-5.058, -1.447, -0.341)
C (-6.293, -1.448, 0.553)
C (-4.089, -2.545, 0.066)
C (-5.449, -1.615, -1.804)
O (-3.421, 2.037, 0.734)
C (-4.593, 2.845, 0.772)
C (-5.175, 2.945, -0.636)
C (-5.632, 2.287, 1.742)
C (-4.134, 4.219, 1.251)
H (-1.527, -1.729, 4.265)
H (-1.503, -1.607, 2.498)
H (-2.825, -2.468, 3.308)
H (-3.464, -0.468, 5.558)
H (-4.617, -1.255, 4.461)
H (-4.590, 0.511, 4.594)
H (-1.420, 0.729, 4.565)
H (-2.595, 1.800, 3.764)
H (-1.341, 0.960, 2.820)
H (-6.002, -1.240, 1.584)
H (-6.790, -2.420, 0.514)
H (-7.000, -0.682, 0.224)
H (-3.852, -2.481, 1.129)
H (-3.166, -2.450, -0.502)
H (-4.517, -3.529, -0.135)
H (-6.098, -0.794, -2.116)
H (-5.976, -2.560, -1.956)
H (-4.552, -1.612, -2.425)
H (-5.425, 1.951, -1.005)
H (-4.439, 3.390, -1.310)
H (-6.073, 3.568, -0.638)
H (-5.970, 1.301, 1.424)
H (-6.495, 2.955, 1.789)
H (-5.204, 2.190, 2.740)
H (-3.387, 4.627, 0.569)
H (-3.687, 4.136, 2.243)
H (-4.976, 4.913, 1.302)
C (2.588, -2.935, 2.645)
Si (1.142, -3.476, 1.584)
C (1.955, -4.650, 0.351)
C (0.108, -4.469, 2.828)
N (0.252, -2.260, 0.701)
C (-0.543, -2.778, -0.330)
C (-1.123, -4.063, -0.311)
C (-1.861, -4.563, -1.373)
C (-2.089, -3.805, -2.511)
C (-1.537, -2.529, -2.556)
C (-0.778, -2.043, -1.507)
H (2.913, -3.846, 3.159)
H (2.349, -2.185, 3.396)
H (3.426, -2.568, 2.050)
H (2.613, -5.344, 0.883)
H (2.573, -4.054, -0.326)
H (1.262, -5.233, -0.254)
H (0.786, -4.985, 3.514)
H (-0.558, -5.220, 2.403)
H (-0.505, -3.787, 3.424)
H (-1.016, -4.686, 0.563)
H (-2.282, -5.560, -1.291)
H (-2.678, -4.190, -3.334)
H (-1.683, -1.902, -3.429)
H (-0.332, -1.065, -1.600)

The calculation puts the LUMO energy at 0.08503 hartree. The calculation puts the molar mass at 889.0 g/mol. Its total charge is -1. The energy relative to the best compared isomer or geometry (same formula, charge and spin) is 0.0 kcal per mole. The total energy is -3697.29824 hartree. The orbital gap comes out at 6.536 eV.